Version a
Here is 2 unconnected molecules or ions with the total composition C3H8N2O2 from OMol25. Energies are from the ωB97M-V functional and the def2-TZVPD basis.

Computed properties:
LUMO (eV): 0.7265
HOMO energy (eV): -9.36
SMILES: CNC=O.NC=O
Frontier orbital gap (eV): 10.1
Molar mass (g mol⁻¹): 104.11

Structure (ORCA input):
```
! RIJCOSX wB97M-V def2-TZVPD def2/J DEFGRID3
* xyz 0 1
O -0.53 0.42 0.38
O 2.82 0.52 1.07
N 1.86 -1.36 0.21
N -2.62 0.39 -0.48
C -2.19 0.34 -1.86
C 2.88 -0.64 0.74
C -1.73 0.49 0.53
H -1.79 -0.64 -2.13
H 0.96 -0.89 0.10
H 3.80 -1.23 0.90
H -1.41 1.08 -2.00
H -3.03 0.59 -2.50
H 1.99 -2.21 -0.30
H -2.22 0.62 1.51
H -3.60 0.33 -0.25
*
```

***

Version b
Here is a single C3H8N2O2 molecule from OMol25. Energies are from the ωB97M-V functional and the def2-TZVPD basis.

Computed properties:
LUMO (eV): 0.3914
HOMO energy (eV): -8.91
SMILES: [NH3+]C(=O)NCC[O-]
Frontier orbital gap (eV): 9.3
Molar mass (g mol⁻¹): 104.11

Structure (ORCA input):
```
! RIJCOSX wB97M-V def2-TZVPD def2/J DEFGRID3
* xyz 0 1
O 0.20 0.34 1.23
O -1.10 -1.85 0.38
N -0.10 -0.35 -1.13
N -1.92 0.39 0.31
C 1.43 0.38 0.60
C 1.31 -0.42 -0.74
C -0.88 -0.73 -0.02
H -0.30 0.62 -1.39
H -2.39 0.82 -0.49
H -2.60 0.01 0.96
H -1.10 0.94 0.82
H 1.76 1.41 0.38
H 2.21 -0.08 1.23
H 1.92 -0.01 -1.54
H 1.56 -1.47 -0.60
*
```

***

Version c
Here is 3 unconnected molecules or ions with the total composition C3H8N2O2 from OMol25. Energies are from the ωB97M-V functional and the def2-TZVPD basis.

Computed properties:
LUMO (eV): 0.7020
HOMO energy (eV): -8.95
SMILES: c1c[nH]cn1.O.O
Frontier orbital gap (eV): 9.7
Molar mass (g mol⁻¹): 104.11

Structure (ORCA input):
```
! RIJCOSX wB97M-V def2-TZVPD def2/J DEFGRID3
* xyz 0 1
O 0.04 1.79 3.43
O -1.96 1.61 -1.66
N 0.63 -2.03 0.03
N 0.09 0.09 -0.41
C -0.09 -0.94 0.51
C 0.66 -0.46 -1.50
C 1.19 -1.73 -1.19
H -0.19 2.72 3.40
H -0.40 1.56 2.62
H -1.57 2.39 -2.03
H 1.95 -2.41 -1.68
H -0.42 -0.93 1.56
H 0.60 0.05 -2.49
H 0.84 -2.96 0.36
H -1.37 1.25 -0.95
*
```

***

The structure with the most favorable energy is version a; the runner-up is 124.1 kJ/mol above it.

***

Version a
Here is a single C3H8N2O2 molecule from OMol25. Energies are from the ωB97M-V functional and the def2-TZVPD basis.

Computed properties:
LUMO (eV): 0.7494
HOMO energy (eV): -9.49
SMILES: NC(=O)[C@@H](N)CO
Frontier orbital gap (eV): 10.2
Molar mass (g mol⁻¹): 104.11

Structure (ORCA input):
```
! RIJCOSX wB97M-V def2-TZVPD def2/J DEFGRID3
* xyz 0 1
O 0.72 1.59 -1.43
O 1.10 -2.23 0.11
N -0.96 -0.39 0.93
N -0.72 2.21 0.18
C 0.11 1.33 -0.42
C 0.83 -1.04 -0.65
C 0.28 0.01 0.30
H 0.09 -1.24 -1.43
H -0.87 -1.21 1.50
H -1.73 -0.47 0.29
H 1.76 -0.76 -1.12
H 1.02 0.09 1.10
H 0.50 -2.95 -0.10
H -0.88 3.11 -0.26
H -1.25 1.95 1.00
*
```

***

Version b
Here is a single C3H8N2O2 molecule from OMol25. Energies are from the ωB97M-V functional and the def2-TZVPD basis.

Computed properties:
LUMO (eV): 0.9092
HOMO energy (eV): -8.75
SMILES: COC/C(N)=N/O
Frontier orbital gap (eV): 9.7
Molar mass (g mol⁻¹): 104.11

Structure (ORCA input):
```
! RIJCOSX wB97M-V def2-TZVPD def2/J DEFGRID3
* xyz 0 1
O -0.14 1.14 1.32
O 1.12 -2.12 -1.07
N 0.85 -0.87 -0.52
N -1.34 -1.75 -0.55
C -0.94 0.62 0.18
C -0.44 -0.71 -0.35
C 1.03 1.86 0.99
H 2.02 -2.30 -0.75
H 1.36 2.40 1.88
H 0.84 2.60 0.19
H -0.96 1.35 -0.63
H -0.99 -2.43 -1.22
H -2.29 -1.46 -0.73
H 1.84 1.19 0.69
H -1.96 0.48 0.56
*
```

***

Version c
Here is a molecular structure, C3H8N2O2 from OMol25. Energies are from the ωB97M-V functional and the def2-TZVPD basis.

Computed properties:
LUMO (alpha / beta) (eV): 0.6421 / 0.6387
HOMO energy (alpha / beta) (eV): -6.91 / -7.00
Frontier orbital gap (alpha / beta) (eV): 7.6 / 7.6
Molar mass (g mol⁻¹): 104.11

Structure (ORCA input):
```
! RIJCOSX wB97M-V def2-TZVPD def2/J DEFGRID3
* xyz 0 1
O -2.13 -0.96 -0.45
O -1.21 -3.18 -0.56
N -0.40 0.34 0.06
N -0.24 -2.87 -1.20
C 1.69 0.96 0.92
C -1.05 -0.38 -0.87
C 0.49 1.47 0.08
H 1.19 0.37 1.71
H 2.41 0.47 0.35
H -1.86 -2.15 -0.43
H 0.60 1.79 -0.97
H 0.01 2.28 0.65
H -0.78 -0.21 -1.92
H 2.01 1.82 1.57
H -0.74 0.25 1.06
*
```

***

The structure with the most favorable energy is version a; the runner-up is 248.2 kJ/mol above it.

***

Version a
Here is 6 unconnected molecules or ions with the total composition C4H21NO6 from OMol25. Energies are from the ωB97M-V functional and the def2-TZVPD basis.

Computed properties:
LUMO (eV): 0.4947
HOMO energy (eV): -9.87
SMILES: CN(C)CCO.O.O.O.O.O
Frontier orbital gap (eV): 10.4
Molar mass (g mol⁻¹): 179.21

Structure (ORCA input):
```
! RIJCOSX wB97M-V def2-TZVPD def2/J DEFGRID3
* xyz 0 1
O 0.88 2.76 0.19
O 3.37 1.07 -1.48
O -1.94 -2.10 -0.61
O 0.16 0.89 -1.63
O -1.76 3.28 0.08
O -2.26 0.53 0.10
N -0.02 -1.11 0.69
C -0.07 -0.24 1.87
C 1.15 -0.80 -0.17
C 0.05 -2.52 1.13
C 0.67 -0.45 -1.57
H 2.47 1.36 -1.36
H -1.83 -2.84 -1.22
H 0.89 -2.70 1.81
H 0.75 -0.44 2.57
H 1.88 -1.61 -0.23
H -0.01 0.80 1.55
H -0.73 0.92 -1.29
H -1.61 0.01 0.58
H -2.71 -0.07 -0.50
H 0.12 -3.17 0.26
H -0.87 -2.74 1.69
H 1.72 0.04 0.25
H -2.30 3.64 0.79
H 0.76 2.08 -0.49
H 0.00 3.15 0.29
H 1.49 -0.39 -2.30
H -1.10 -2.00 -0.11
H -1.02 -0.39 2.38
H -1.98 2.32 0.03
H -0.09 -1.15 -1.93
H 3.92 1.86 -1.38
*
```

***

Version b
Here is 6 unconnected molecules or ions with the total composition C4H21NO6 from OMol25. Energies are from the ωB97M-V functional and the def2-TZVPD basis.

Computed properties:
LUMO (eV): 0.1887
HOMO energy (eV): -9.49
SMILES: CC(C)NCO.O.O.O.O.O
Frontier orbital gap (eV): 9.7
Molar mass (g mol⁻¹): 179.21

Structure (ORCA input):
```
! RIJCOSX wB97M-V def2-TZVPD def2/J DEFGRID3
* xyz 0 1
O -0.84 3.56 2.61
O 0.96 -2.72 1.33
O -0.06 -3.27 -2.98
O -2.25 -1.31 -3.90
O 2.03 -2.25 -1.29
O 0.93 -0.43 3.00
N 0.25 1.99 1.26
C -0.91 2.81 1.40
C 0.29 1.68 -1.22
C -0.98 0.15 0.24
C 0.29 1.00 0.20
H -1.83 2.22 1.44
H 0.89 0.48 2.64
H -1.03 3.65 0.70
H 1.24 -0.41 3.92
H -1.37 0.02 1.26
H 1.76 -1.40 -1.68
H -0.45 2.47 -1.27
H -1.53 -1.81 -3.46
H 0.09 0.95 -2.01
H 1.23 0.47 0.26
H -0.70 2.97 3.39
H 1.28 2.09 -1.39
H 1.61 -2.42 -0.42
H 0.40 -3.09 -2.14
H -0.88 -0.87 -0.13
H 0.71 -3.42 -3.52
H -2.71 -0.86 -3.21
H 1.56 -3.31 1.81
H -1.82 0.59 -0.29
H 0.74 -1.98 1.95
H 1.11 2.46 1.47
*
```

***

The structure with the most favorable energy is version b; the runner-up is 62.0 kJ/mol above it.

***

Version a
Here is 17 unconnected molecules or ions with the total composition H34O17 from OMol25. Energies are from the ωB97M-V functional and the def2-TZVPD basis.

Computed properties:
LUMO (eV): -0.5453
HOMO energy (eV): -9.89
Frontier orbital gap (eV): 9.3
Molar mass (g mol⁻¹): 306.25

Structure (ORCA input):
```
! RIJCOSX wB97M-V def2-TZVPD def2/J DEFGRID3
* xyz 0 1
O -0.32 -0.26 2.85
O 0.93 2.22 2.37
O 0.00 3.09 -2.26
O 3.98 -1.48 1.43
O 2.91 1.02 0.24
O 0.47 0.29 -2.87
O -3.48 1.67 1.17
O -2.56 2.06 -2.68
O -0.16 0.31 -0.17
O -0.53 -2.02 -4.00
O 0.57 -1.84 5.40
O -1.66 -4.06 1.89
O -2.02 -2.23 -0.14
O 3.63 0.61 -2.45
O 1.22 -3.30 2.82
O -3.59 -0.33 -1.70
O 1.85 4.23 0.31
H 0.97 -1.84 4.52
H 2.15 3.48 -0.23
H -0.31 2.44 -1.62
H -0.13 0.13 -1.12
H -1.47 -2.30 -0.93
H 0.07 -0.21 -3.61
H 2.82 0.77 -2.95
H 4.05 0.01 -3.09
H 0.44 -3.87 2.74
H -3.00 2.82 -2.29
H -3.67 -1.01 -1.02
H -1.29 -2.51 -4.31
H 0.98 3.15 2.13
H -1.08 0.51 0.04
H -0.05 0.33 2.12
H 4.79 -1.10 1.79
H 0.17 -2.59 -3.66
H 3.56 -0.70 1.06
H -0.66 -1.04 2.40
H -2.70 1.34 -2.04
H 2.76 0.75 -0.68
H -1.20 -3.56 1.19
H -2.45 -3.53 2.01
H 1.90 -3.94 3.03
H -3.82 -0.88 -2.46
H -4.15 1.54 0.49
H -3.93 1.85 2.00
H -1.89 -1.37 0.26
H 2.01 1.22 0.55
H 0.74 1.16 -3.18
H -0.03 -1.09 5.26
H 1.84 1.95 2.54
H -0.74 3.16 -2.87
H 2.08 4.96 -0.28
*
```

***

Version b
Here is 17 unconnected molecules or ions with the total composition H34O17 from OMol25. Energies are from the ωB97M-V functional and the def2-TZVPD basis.

Computed properties:
LUMO (eV): -1.1402
HOMO energy (eV): -9.31
Frontier orbital gap (eV): 8.2
Molar mass (g mol⁻¹): 306.25

Structure (ORCA input):
```
! RIJCOSX wB97M-V def2-TZVPD def2/J DEFGRID3
* xyz 0 1
O 2.08 -1.32 -2.59
O -2.74 -0.15 -2.23
O -0.64 2.26 1.02
O -0.54 -2.84 0.79
O -3.26 2.39 0.69
O 0.06 -0.19 -0.21
O -0.45 -2.22 -2.24
O 0.70 3.20 -0.97
O -1.88 2.34 -1.93
O 2.22 -1.97 0.47
O 2.03 -2.04 3.15
O 2.17 1.09 2.11
O 2.74 1.01 -0.53
O -2.72 -1.41 0.25
O -0.18 -0.21 2.77
O 0.46 1.11 -2.70
O -2.83 0.37 2.41
H -0.22 -3.54 1.37
H 1.45 0.43 2.23
H -1.90 0.15 2.25
H -0.33 -1.10 3.10
H 2.44 -2.03 -2.09
H 1.10 -2.29 3.30
H 1.45 3.77 -1.05
H -2.28 1.48 -2.02
H -0.65 0.30 3.41
H -0.24 0.55 0.35
H -0.38 -3.17 -2.27
H 0.40 -1.87 -2.49
H -3.29 2.99 1.44
H 0.30 0.45 -1.98
H 3.13 -1.74 0.65
H 1.14 0.78 -3.25
H -0.34 2.68 1.86
H -2.43 -0.47 -1.37
H -2.88 1.09 1.82
H -0.93 2.28 -1.93
H -2.85 -0.92 1.08
H 2.83 0.37 -1.22
H 1.04 2.40 -1.37
H -1.76 -1.66 0.40
H 3.03 1.85 -0.93
H 0.97 -0.40 -0.05
H -2.69 -0.89 -2.80
H 2.48 0.95 1.19
H 2.16 -2.00 2.20
H 1.97 -1.67 -3.49
H 0.18 -2.39 0.35
H -2.33 2.34 0.41
H -0.10 2.76 0.38
H 2.29 -2.91 0.26
*
```

***

The structure with the most favorable energy is version a; the runner-up is 88.5 kJ/mol above it.

***

Version a
Here is a gas-phase ion, C2H7N2O (charge -1) from OMol25. Energies are from the ωB97M-V functional and the def2-TZVPD basis.

Computed properties:
LUMO (eV): 4.8283
HOMO energy (eV): -1.45
SMILES: CCN(N)[O-]
Frontier orbital gap (eV): 6.3
Molar mass (g mol⁻¹): 75.09

Structure (ORCA input):
```
! RIJCOSX wB97M-V def2-TZVPD def2/J DEFGRID3
* xyz -1 1
O 2.16 0.33 1.14
N 1.70 -0.17 -1.07
N 1.52 -0.55 0.48
C -0.64 1.04 -0.47
C -0.24 -0.05 0.57
H -0.26 0.44 1.52
H 2.23 -0.95 -1.41
H -0.77 2.00 -0.02
H 0.10 1.02 -1.32
H -1.57 0.67 -1.05
H 2.19 0.65 -1.00
H -0.72 -0.96 0.50
*
```

***

Version b
Here is 2 unconnected molecules or ions with the total composition C2H7N2O from OMol25. Energies are from the ωB97M-V functional and the def2-TZVPD basis.

Computed properties:
LUMO (eV): 4.2147
HOMO energy (eV): -2.59
Frontier orbital gap (eV): 6.8
Molar mass (g mol⁻¹): 75.09

Structure (ORCA input):
```
! RIJCOSX wB97M-V def2-TZVPD def2/J DEFGRID3
* xyz -1 1
O -0.93 -3.03 -0.39
N -1.06 -2.05 0.39
N -0.81 -0.84 0.05
C 0.72 1.72 1.22
C -0.27 -0.61 -1.34
H 1.77 1.48 1.13
H 0.45 2.54 0.70
H 0.44 -1.40 -1.67
H 0.45 1.83 2.34
H 0.25 0.82 0.82
H -1.17 -0.74 -2.09
H 0.17 0.28 -1.16
*
```

***

The structure with the most favorable energy is version b; the runner-up is 171.0 kJ/mol above it.